The following is a DFT calculation (ωB97M-V/def2-TZVPD) of an isolated molecule of C4H6I2S.

The geometry in XYZ format:
```
13
C4H6I2S (ωB97M-V/def2-TZVPD)
C -0.10 0.93 0.60
C 0.15 -0.49 0.15
S -1.37 -1.47 0.22
I 1.87 -1.30 1.69
C 0.83 -0.75 -1.12
C 0.86 -1.97 -1.68
I 1.72 -2.12 -3.57
H -0.67 0.93 1.60
H 0.81 1.44 0.53
H -0.83 1.46 -0.14
H -1.61 -0.84 1.37
H 1.33 0.23 -1.50
H 0.43 -2.95 -1.38
```

Summary:
- SMILES string: C[C@](S)(I)/C=C/I
- Gap between HOMO and LUMO: 0.2884 Eh
- Multiplicity: 1
- Energy above the lowest of the compared OMol25 structures with the same formula, charge and spin: 2.7 kcal/mol
- HOMO level: -8.7 eV
- Charge: 0
- LUMO level: -0.89 eV


The following is a DFT calculation (ωB97M-V/def2-TZVPD) of a cluster of 2 separate species, C3H4I2 in total.

The geometry in XYZ format:
```
9
C3H4I2 (ωB97M-V/def2-TZVPD)
C -0.18 -0.86 -1.26
C 0.49 0.05 -0.54
C 0.47 0.04 0.88
I -2.23 1.49 1.82
I 1.60 1.46 1.81
H -0.30 -0.91 -2.26
H -0.72 -1.60 -0.78
H 1.00 0.93 -1.19
H -0.13 -0.59 1.52
```

Summary:
- Gap between HOMO and LUMO (spin up / spin down): 0.2905 / 0.1954 Eh
- Multiplicity: 1
- Energy above the lowest of the compared OMol25 structures with the same formula, charge and spin: 42.6 kcal/mol
- HOMO level (spin up / spin down): -9.3 / -8.1 eV
- Charge: 0
- LUMO level (spin up / spin down): -1.35 / -2.75 eV


The following is a DFT calculation (ωB97M-V/def2-TZVPD) of a structure of composition C29H29BrN8O7P2Ta.

The geometry in XYZ format:
```
77
C29H29BrN8O7P2Ta (ωB97M-V/def2-TZVPD)
Ta 0.47 -0.08 1.04
Br 7.76 0.09 -0.89
C 5.90 0.11 -0.67
C 5.07 -0.23 -1.75
C 3.70 -0.22 -1.63
C 3.14 0.11 -0.41
O 1.81 0.19 -0.25
C 3.95 0.47 0.69
C 3.37 0.90 1.91
N 2.10 0.83 2.24
C 1.69 1.36 3.50
C 2.47 1.56 4.61
C 1.92 2.16 5.76
C 0.60 2.53 5.79
C -0.23 2.30 4.67
C -1.60 2.64 4.63
C -2.32 2.36 3.50
C -1.70 1.73 2.42
N -0.41 1.39 2.41
C 0.33 1.69 3.53
C 5.34 0.48 0.53
H 5.53 -0.50 -2.69
H 3.06 -0.47 -2.47
H 4.05 1.35 2.62
H 3.52 1.28 4.63
H 2.55 2.32 6.62
H 0.19 3.01 6.67
H -2.06 3.12 5.48
H -3.37 2.61 3.42
H -2.28 1.50 1.54
H 5.98 0.76 1.36
N 0.62 -5.02 1.47
C -0.19 -3.73 1.52
C -1.56 -4.05 2.12
P 0.69 -2.44 2.47
O 1.17 -3.23 3.72
O -0.24 -1.24 2.74
O 1.74 -1.80 1.58
P -0.37 -3.07 -0.22
O 1.10 -3.26 -0.79
O -1.44 -3.75 -0.93
O -0.54 -1.57 0.13
H 0.75 -5.42 2.40
H 1.54 -4.87 1.03
H 0.11 -5.70 0.90
H -1.47 -4.46 3.13
H -2.09 -4.76 1.48
H -2.16 -3.14 2.18
H 1.48 -2.79 4.53
H 1.10 -3.65 -1.69
C -2.91 -0.20 -0.64
C -1.93 0.88 -0.90
N -0.74 1.08 -0.30
C -0.21 2.26 -0.81
C -1.07 2.75 -1.73
N -2.15 1.89 -1.77
C -3.31 2.02 -2.68
N -3.26 1.09 -3.75
N -3.87 -0.13 -3.60
N -3.70 -0.81 -4.66
C -2.95 -0.07 -5.56
C -2.53 -0.37 -6.85
C -1.81 0.59 -7.52
C -1.51 1.83 -6.92
C -1.92 2.15 -5.64
C -2.65 1.16 -4.97
H -2.81 -0.59 0.38
H -2.79 -1.03 -1.34
H -3.93 0.17 -0.77
H 0.74 2.66 -0.50
H -1.02 3.63 -2.35
H -3.30 3.04 -3.05
H -4.22 1.85 -2.11
H -2.79 -1.32 -7.31
H -1.47 0.41 -8.53
H -0.95 2.56 -7.49
H -1.70 3.11 -5.21
```

Summary:
- Gap between HOMO and LUMO: 0.2033 Eh
- Multiplicity: 1
- Energy above the lowest of the compared OMol25 structures with the same formula, charge and spin: 10.5 kcal/mol
- HOMO level: -14.8 eV
- Charge: +3
- LUMO level: -9.22 eV


The following is a DFT calculation (ωB97M-V/def2-TZVPD) of a structure of composition C37H51BN4O2Tb.

The geometry in XYZ format:
```
96
C37H51BN4O2Tb (ωB97M-V/def2-TZVPD)
Tb -0.02 0.20 -0.81
C -1.66 4.28 3.43
C -2.15 3.90 2.02
C -2.87 2.54 1.99
C -1.14 4.18 0.89
C -1.22 5.47 0.36
C -0.49 5.88 -0.74
C 0.33 4.97 -1.37
C 0.47 3.68 -0.88
C 1.32 2.70 -1.70
C 0.50 2.23 -2.91
C 2.66 3.28 -2.15
C -0.23 3.30 0.28
N -0.01 1.95 0.69
C -0.01 1.59 1.92
C 0.03 0.21 2.36
C -0.62 -0.08 3.57
C -0.76 -1.35 4.05
C -0.20 -2.40 3.32
C 0.53 -2.15 2.18
C 0.69 -0.85 1.67
N 1.51 -0.61 0.57
C 2.66 -1.44 0.43
C 2.83 -2.19 -0.74
C 3.98 -2.94 -0.93
C 4.97 -2.97 0.04
C 4.79 -2.24 1.21
C 3.66 -1.47 1.43
C 3.62 -0.62 2.70
C 4.77 0.39 2.71
C 3.64 -1.49 3.96
C 1.78 -2.16 -1.82
C 2.11 -1.09 -2.86
C 1.54 -3.51 -2.50
H -2.52 4.33 4.11
H -1.18 5.26 3.42
H -0.95 3.57 3.86
H -2.94 4.62 1.81
H -2.24 1.68 2.20
H -3.33 2.38 1.01
H -3.66 2.55 2.74
H -1.91 6.17 0.83
H -0.60 6.89 -1.12
H 0.87 5.27 -2.27
H 1.62 1.86 -1.07
H 0.30 3.08 -3.56
H -0.49 1.85 -2.64
H 1.02 1.48 -3.51
H 2.51 4.10 -2.86
H 3.26 2.52 -2.64
H 3.22 3.67 -1.30
H -0.08 2.34 2.69
H -1.06 0.75 4.13
H -1.30 -1.54 4.97
H -0.32 -3.43 3.67
H 1.02 -2.96 1.65
H 4.12 -3.51 -1.85
H 5.87 -3.55 -0.11
H 5.57 -2.26 1.96
H 2.70 -0.04 2.71
H 5.74 -0.11 2.74
H 4.70 1.03 3.60
H 4.74 1.03 1.83
H 4.60 -2.00 4.06
H 2.86 -2.25 3.94
H 3.49 -0.87 4.85
H 0.83 -1.92 -1.34
H 3.02 -1.38 -3.39
H 2.35 -0.12 -2.39
H 1.31 -0.97 -3.59
H 2.41 -3.79 -3.10
H 0.68 -3.45 -3.16
H 1.38 -4.30 -1.76
B -3.74 -2.01 1.15
C -2.75 -0.93 0.59
N -2.04 -0.17 0.10
H -4.85 -1.68 0.77
H -3.39 -3.07 0.65
H -3.64 -2.04 2.36
O -1.40 -2.25 -4.20
C -1.69 -1.69 -3.14
O -1.04 -0.75 -2.57
C -2.95 -2.16 -2.41
N -3.43 -3.39 -3.14
C -4.92 -3.27 -3.39
C -5.35 -2.09 -2.52
C -4.12 -1.18 -2.53
H -2.76 -2.42 -1.38
H -3.20 -4.24 -2.62
H -2.85 -3.38 -3.99
H -5.40 -4.21 -3.13
H -5.07 -3.08 -4.45
H -5.56 -2.43 -1.51
H -6.24 -1.61 -2.92
H -4.11 -0.47 -1.70
H -4.06 -0.62 -3.46
```

Summary:
- Gap between HOMO and LUMO (spin up / spin down): 0.2679 / 0.2694 Eh
- Multiplicity: 7
- HOMO level (spin up / spin down): -10.0 / -10.1 eV
- Charge: +1
- LUMO level (spin up / spin down): -2.75 / -2.75 eV


The following is a DFT calculation (ωB97M-V/def2-TZVPD) of a structure of composition C32H38Cl4F10IrN3O2Si4Te.

The geometry in XYZ format:
```
95
C32H38Cl4F10IrN3O2Si4Te (ωB97M-V/def2-TZVPD)
Ir 1.10 -1.96 -2.26
C -0.10 -4.71 -1.93
N 0.27 -3.48 -1.17
C 1.35 -3.94 -0.13
C 2.76 -4.01 -0.88
N 2.62 -3.26 -2.16
C 3.64 -3.33 -3.06
C 3.56 -3.69 -4.43
F 2.56 -4.54 -4.78
C 4.52 -3.27 -5.37
F 4.40 -3.60 -6.69
C 5.69 -2.62 -4.92
F 6.67 -2.39 -5.79
C 5.92 -2.50 -3.56
F 7.10 -2.06 -3.07
C 4.94 -2.86 -2.67
F 5.20 -2.61 -1.37
C -1.01 -3.00 -0.48
C -1.71 -1.93 -1.40
N -0.70 -1.32 -2.36
C -1.17 -0.42 -3.27
C -0.59 0.88 -3.43
F 0.26 1.28 -2.47
C -0.72 1.57 -4.60
F 0.06 2.65 -4.85
C -1.49 1.06 -5.64
F -1.73 1.75 -6.76
C -2.26 -0.01 -5.46
F -2.94 -0.42 -6.52
C -2.18 -0.71 -4.29
F -2.98 -1.74 -4.10
H -0.60 -5.44 -1.22
H 0.76 -5.23 -2.40
H -0.88 -4.50 -2.70
H 1.12 -4.85 0.39
H 1.47 -3.20 0.66
H 3.03 -5.08 -1.09
H 3.53 -3.52 -0.27
H -0.72 -2.49 0.44
H -1.60 -3.92 -0.24
H -2.14 -1.20 -0.74
H -2.55 -2.35 -1.97
Cl 5.50 3.36 -0.40
C 4.48 2.18 -1.09
C 4.33 2.30 -2.49
Cl 5.13 3.52 -3.36
C 3.36 1.52 -3.11
Cl 3.04 1.74 -4.77
C 2.83 0.36 -2.41
O 2.19 -0.53 -3.12
C 2.84 0.30 -0.93
O 1.99 -0.46 -0.35
C 3.72 1.30 -0.38
Cl 3.48 1.64 1.22
C -3.61 0.46 5.89
Si -2.37 -0.06 4.49
C -3.28 -1.44 3.41
C -0.82 -0.58 5.39
Si -1.67 1.54 2.93
Te -0.08 0.48 1.37
Si -3.45 2.38 1.71
C -3.84 0.98 0.49
C -4.95 2.87 2.71
C -2.71 3.80 0.72
Si -0.53 3.40 3.87
C 0.31 4.63 2.70
C 0.89 2.77 4.98
C -1.68 4.49 4.96
H -4.67 0.27 5.67
H -3.50 1.53 6.26
H -3.42 -0.21 6.76
H -4.11 -1.87 3.99
H -2.61 -2.37 3.17
H -3.62 -1.07 2.40
H -0.93 -1.55 5.85
H -0.52 0.14 6.18
H 0.04 -0.61 4.69
H -4.03 0.11 1.14
H -3.09 0.69 -0.22
H -4.82 1.27 0.03
H -5.70 3.21 1.92
H -4.84 3.66 3.47
H -5.39 2.00 3.16
H -2.50 4.69 1.27
H -3.42 4.15 0.01
H -1.79 3.49 0.13
H 1.31 4.87 3.15
H -0.29 5.57 2.56
H 0.51 4.15 1.70
H 1.66 2.09 4.54
H 0.39 2.22 5.79
H 1.49 3.57 5.40
H -2.18 3.79 5.66
H -2.49 4.96 4.36
H -1.07 5.27 5.51
```

Summary:
- Gap between HOMO and LUMO (spin up / spin down): 0.0935 / 0.1627 Eh
- Multiplicity: 6
- Energy above the lowest of the compared OMol25 structures with the same formula, charge and spin: 31.5 kcal/mol
- HOMO level (spin up / spin down): -0.7 / -4.6 eV
- Charge: -1
- LUMO level (spin up / spin down): 1.86 / -0.16 eV


The following is a DFT calculation (ωB97M-V/def2-TZVPD) of an isolated molecule of C3H6N2.

The geometry in XYZ format:
```
11
C3H6N2 (ωB97M-V/def2-TZVPD)
C -1.01 -0.66 1.28
N -1.42 0.22 0.48
N -0.52 0.68 -0.63
C 0.84 0.89 -0.27
C 0.45 -0.22 -1.18
H -1.84 -0.89 2.05
H -0.12 -1.48 1.20
H 1.26 1.89 -0.66
H 1.17 0.84 0.85
H 0.63 -0.12 -2.28
H 0.57 -1.14 -0.85
```

Summary:
- SMILES string: C=NN1CC1
- Gap between HOMO and LUMO: 0.3784 Eh
- Multiplicity: 1
- Energy above the lowest of the compared OMol25 structures with the same formula, charge and spin: 96.9 kcal/mol
- HOMO level: -9.2 eV
- Charge: 0
- LUMO level: 1.08 eV